No. 1
The following is a DFT calculation (ωB97M-V/def2-TZVPD) of one molecule with the formula C5H9NO.

Cartesian coordinates (Å):
O -2.663 -0.578 0.013
N 0.717 0.310 -0.533
C -1.662 0.001 0.366
C -1.495 1.042 1.386
C 1.208 -0.078 -1.833
C -0.232 -0.597 0.065
C 1.179 -0.392 0.627
H 0.436 0.170 -2.566
H 1.433 0.206 1.506
H -0.680 1.736 1.195
H -0.366 -1.587 -0.360
H 2.116 0.481 -2.067
H 1.876 -1.228 0.464
H 1.417 -1.159 -1.894
H -2.376 1.524 1.840
H -0.908 0.148 1.790

Calculated values
**HOMO energy**: -9.296 eV
**HOMO-LUMO gap**: 10.22 eV
**Energy relative to the best compared isomer or geometry (same formula, charge and spin)**: 79.7 kcal/mol
**SMILES**: CC(=O)[C@@H]1CN1C

Löwdin atomic charge list, values in e, 5 entries:
1. O 0.079
2. N -0.149
3. C -0.446
4. C 0.010
5. C -0.092

---

No. 2
The following is a DFT calculation (ωB97M-V/def2-TZVPD) of C5H9NO as an isolated structure.

Cartesian coordinates (Å):
O 0.596 0.101 -1.088
N -1.150 1.885 0.940
C -0.241 -0.597 -0.556
C 1.825 1.262 0.322
C -0.118 -1.210 0.825
C -0.010 1.773 0.680
C -1.529 -0.744 -1.283
H -0.738 -0.607 1.501
H -1.960 -1.738 -1.177
H -0.511 -2.232 0.823
H 2.021 1.215 1.371
H -1.355 -0.481 -2.330
H 2.366 0.410 -0.174
H -2.189 0.010 -0.835
H 0.909 -1.205 1.201
H 2.083 2.157 -0.219

Calculated values
**HOMO energy**: -9.519 eV
**HOMO-LUMO gap**: 9.75 eV
**Energy relative to the best compared isomer or geometry (same formula, charge and spin)**: 103.1 kcal/mol

Löwdin atomic charge list, values in e, 5 entries:
1. O -0.045
2. N 0.059
3. C -0.524
4. C 0.034
5. C -0.021

---

No. 3
The following is a DFT calculation (ωB97M-V/def2-TZVPD) of one molecule with the formula C5H9NO.

Cartesian coordinates (Å):
O -2.350 -1.175 -0.359
N 1.756 -0.320 -0.263
C 0.399 -0.818 -0.163
C 0.688 0.406 -0.950
C -1.893 -1.018 0.750
C -0.428 -0.780 1.077
C 0.505 1.829 -0.463
H -0.453 2.239 -0.791
H -0.350 0.206 1.554
H 0.193 -1.682 -0.796
H 0.559 1.863 0.630
H -2.562 -1.041 1.633
H -0.098 -1.528 1.806
H 1.288 2.519 -0.811
H 2.334 -0.907 -0.856
H 0.355 0.158 -1.948

Calculated values
**HOMO energy**: -9.639 eV
**HOMO-LUMO gap**: 10.68 eV
**Energy relative to the best compared isomer or geometry (same formula, charge and spin)**: 52.7 kcal/mol
**SMILES**: C[C@H]1N[C@H]1CC=O

Löwdin atomic charge list, values in e, 5 entries:
1. O 0.052
2. N 0.065
3. C -0.325
4. C -0.323
5. C -0.243

---

No. 4
The following is a DFT calculation (ωB97M-V/def2-TZVPD) of one molecule with the formula C5H9NO.

Cartesian coordinates (Å):
O -3.363 1.332 -0.072
N 3.370 -0.505 0.821
C -0.244 -0.736 -0.453
C 2.126 -0.221 0.209
C -0.985 0.624 -0.099
C -2.455 0.592 -0.501
C 1.083 -1.063 0.059
H -0.535 1.365 -0.808
H 3.460 -0.502 1.857
H 4.292 -0.134 0.521
H 2.142 0.755 -0.349
H -0.187 -0.720 -1.608
H -2.490 -0.142 -1.337
H -0.968 -1.560 -0.065
H 1.302 -2.116 0.281
H -0.858 0.759 1.045

Calculated values
**HOMO energy**: -8.524 eV
**HOMO-LUMO gap**: 9.43 eV
**Energy relative to the best compared isomer or geometry (same formula, charge and spin)**: 69.0 kcal/mol
**SMILES**: N/C=C/CCC=O

Löwdin atomic charge list, values in e, 5 entries:
1. O 0.017
2. N -0.016
3. C -0.252
4. C -0.225
5. C -0.169

---

No. 5
The following is a DFT calculation (ωB97M-V/def2-TZVPD) of one molecule with the formula C5H9NO.

Cartesian coordinates (Å):
O 2.801 0.172 -0.285
N -1.211 -0.614 1.690
C -0.950 0.391 0.633
C 0.536 0.675 0.594
C 2.062 -0.217 -1.479
C -1.585 -0.109 -0.662
C 1.443 0.242 -0.265
H 2.107 -1.271 -1.753
H 2.184 0.497 -2.291
H -2.599 -0.440 -0.417
H -1.162 -0.154 2.601
H -0.419 -1.257 1.676
H -1.639 0.662 -1.439
H -1.041 -0.975 -1.058
H -1.477 1.302 0.946
H 0.950 1.096 1.509

Calculated values
**HOMO energy**: -8.789 eV
**HOMO-LUMO gap**: 9.75 eV
**Energy relative to the best compared isomer or geometry (same formula, charge and spin)**: 69.7 kcal/mol
**SMILES**: C[C@@H](N)/C=C1\CO1

Löwdin atomic charge list, values in e, 5 entries:
1. O 0.022
2. N 0.020
3. C -0.455
4. C -0.024
5. C -0.043

---

No. 6
The following is a DFT calculation (ωB97M-V/def2-TZVPD) of a 2-piece molecular cluster, C5H9NO overall.

Cartesian coordinates (Å):
O -1.512 -1.049 1.053
N 0.636 2.708 -0.550
C -0.672 -0.439 -2.003
C 0.355 1.837 0.156
C 1.248 -0.280 1.043
C -1.382 0.227 0.833
C 0.069 0.706 1.047
H 1.452 -0.657 0.036
H -0.295 -1.310 -1.457
H 1.082 -1.129 1.719
H 0.161 0.208 -2.292
H -1.211 -0.773 -2.891
H -1.372 0.120 -1.375
H -0.676 -1.536 1.223
H 2.146 0.228 1.405
H -0.031 1.140 2.056

Calculated values
**HOMO energy**: -9.234 eV
**HOMO-LUMO gap**: 9.61 eV
**Energy relative to the best compared isomer or geometry (same formula, charge and spin)**: 91.0 kcal/mol

Löwdin atomic charge list, values in e, 5 entries:
1. O 0.020
2. N 0.167
3. C -0.039
4. C -0.230
5. C -0.061

---

Number 1: DFT total energy -8865.758 eV. Number 2: DFT total energy -8864.742 eV. Number 3: DFT total energy -8866.928 eV. Number 4: DFT total energy -8866.220 eV. Number 5: DFT total energy -8866.189 eV. Number 6: DFT total energy -8865.267 eV.